1.
Molecular formula: C33H47ClO7P3S2Sc
Method: DFT, ωB97M-V with the def2-TZVPD basis set

```
94
C33H47ClO7P3S2Sc | the OMol25 dataset | ωB97M-V with the def2-TZVPD basis set
C -4.193 -1.629 -2.085
H 1.654 -2.759 2.236
C -1.043 1.400 5.678
H 3.968 -0.713 -3.546
H -1.130 6.341 -1.916
H 4.601 2.103 -2.855
O -3.811 -1.034 -0.768
H -3.634 -4.477 -0.965
H 3.308 -4.758 -2.331
C 3.771 2.162 -3.548
C 3.486 -1.427 -2.889
H 4.254 4.118 1.388
H 4.884 3.225 -5.035
O -2.033 -2.650 0.145
C -3.159 -4.772 -0.030
C 1.025 -0.951 3.208
C 2.616 -0.988 -1.893
C 1.403 -2.412 3.240
C 4.665 0.592 -0.132
H -3.894 0.764 3.794
H 0.736 -0.604 4.201
C 5.462 2.344 1.309
O -0.215 -0.889 2.390
H -3.073 -0.865 2.154
H -3.469 -2.422 -2.285
Cl -0.093 1.039 -3.698
C -4.101 -0.536 -3.122
H -3.211 0.626 1.207
H -1.304 -4.451 1.971
H -3.808 -5.490 0.470
C 2.097 -0.066 2.615
H -6.280 -1.390 -1.651
C 2.860 2.884 -5.652
H -5.910 -2.643 -2.840
H 6.201 2.724 2.001
H 3.000 -0.146 3.221
H 2.344 -0.388 1.602
C -1.699 3.812 -1.189
H 2.276 -2.546 3.877
H -3.869 -3.053 1.050
S -2.617 2.375 -1.326
H 4.785 -0.397 -0.555
C -3.311 1.202 4.605
H -2.884 -4.602 2.750
C -2.578 -0.244 1.403
H -1.113 2.486 5.637
H 0.006 1.114 5.611
H 2.980 3.381 -6.605
C 1.985 -1.915 -1.063
C 3.113 -3.701 -2.206
C 3.927 2.796 -4.770
C 2.240 -3.269 -1.218
H -5.611 -2.948 -1.127
C 3.566 1.375 -0.477
H -3.390 2.288 4.547
H 0.592 -3.020 3.637
O -1.287 -0.583 -0.971
C 1.625 2.343 -5.317
P 2.287 0.764 -1.605
H -1.106 6.228 -0.132
C 5.609 1.079 0.761
H 2.567 3.265 -0.180
H 1.749 -3.988 -0.575
P -2.402 -1.164 -0.139
C -2.245 -3.937 2.170
H -2.532 6.915 -0.966
C -1.731 6.188 -1.021
S -0.002 3.808 -1.227
C -5.582 -2.186 -1.906
C 3.419 2.646 0.079
H -3.752 0.877 5.547
H 1.289 -1.587 -0.297
C 2.546 1.601 -3.188
C -1.860 0.785 4.565
C 3.732 -2.782 -3.043
H -1.756 -0.304 4.562
H -2.212 -5.262 -0.255
H -2.033 -3.049 2.767
H -4.376 -0.940 -4.096
H 0.782 2.412 -5.991
O -0.372 1.259 0.989
Sc -0.354 1.237 -1.050
O -1.269 1.276 3.294
P -1.017 0.399 2.039
H 6.464 0.469 1.023
C -2.928 -3.581 0.870
H -1.430 1.065 6.640
C 1.500 1.720 -4.094
O -2.394 4.906 -1.095
H -4.786 0.277 -2.881
C 4.368 3.129 0.965
H 4.407 -3.123 -3.817
H 1.799 0.983 2.593
H -3.087 -0.142 -3.190
```

Calculated total energy (a.u.): -4853.64969
Net charge: +2
HOMO level (eV): -13.62
Maximum force (eV Å⁻¹): 0.5

2.
Molecular formula: C25H25ClN2O5S
Method: DFT, ωB97M-V with the def2-TZVPD basis set

```
59
C25H25ClN2O5S | the OMol25 dataset | ωB97M-V with the def2-TZVPD basis set
C 2.645 2.246 1.667
H 1.592 0.882 -3.717
H 0.322 2.830 -1.106
C -5.095 -1.647 -0.637
H 4.296 3.075 5.057
C -1.674 -4.090 -1.730
O -1.566 -1.679 1.225
O -1.383 -5.021 -1.022
H -5.667 -0.718 -0.545
H -0.326 2.826 4.283
H -0.050 -0.869 2.390
C 1.886 2.201 2.855
H 1.925 2.472 4.982
Cl 6.231 3.340 2.995
H -2.054 -2.109 -3.561
C 0.495 -2.938 -1.496
C -2.116 1.111 -1.771
C 0.265 1.899 -1.680
C 0.969 -0.883 -2.651
H 0.068 1.107 4.567
H 4.564 2.653 0.814
C -1.103 -2.040 -3.056
H -1.253 1.548 3.456
H -5.649 -2.454 -0.159
C -0.751 -3.004 -2.117
H 0.468 -2.099 1.203
C 1.343 -1.880 -1.755
C 3.982 2.606 1.718
N 1.962 1.981 0.481
N 1.561 1.251 -1.671
O 0.570 1.842 2.692
H 0.959 2.021 0.615
H 2.297 -1.810 -1.253
C -2.944 -0.678 -0.388
C -0.268 1.835 3.824
S 3.911 0.601 -0.662
O -3.869 -1.574 0.047
C 4.564 2.895 2.942
C -0.668 0.098 -0.163
H 2.881 0.099 -2.764
C 3.831 2.847 4.112
C 2.413 1.306 -0.618
H -4.947 -1.883 -1.696
H 0.054 2.183 -2.716
C 2.487 2.505 4.063
H -0.476 -2.584 2.632
O -2.910 -3.945 -2.239
C -1.682 -0.749 0.244
H 0.766 -3.717 -0.799
H -4.100 0.347 -1.872
C -0.330 -1.801 1.889
C -3.144 0.266 -1.379
H -3.471 -4.670 -1.920
H -0.522 -0.245 -4.050
C -0.242 -0.995 -3.325
H -2.296 1.830 -2.556
C -0.868 1.025 -1.184
C 1.818 0.353 -2.787
H 0.304 0.000 0.290
```

Calculated total energy (a.u.): -2311.76742
Net charge: 0
HOMO level (eV): -8.11
Maximum force (eV Å⁻¹): 0.8
ΔE to the lowest compared entry with this formula, charge and spin (eV): 0.000
SMILES: COc1ccc(Cl)cc1NC(=S)N(Cc1ccc(C(=O)O)cc1)Cc1ccc(OC)c(OC)c1

3.
Molecular formula: C35H27ClMnN2O2P
Method: DFT, ωB97M-V with the def2-TZVPD basis set

```
69
C35H27ClMnN2O2P | the OMol25 dataset | ωB97M-V with the def2-TZVPD basis set
H 1.345 -1.518 -6.875
H -3.786 -1.630 2.062
C 4.576 0.319 0.398
C 7.209 0.085 1.351
H 0.193 -1.780 0.437
C -1.798 1.249 1.975
H -2.247 -0.361 -4.175
C -1.677 1.702 4.334
C 6.248 0.670 2.133
C 2.841 -0.878 -3.907
H -6.573 2.063 0.856
C -1.455 3.506 2.759
O -0.555 0.193 -3.096
C 1.464 -1.203 -5.847
C -5.665 -0.438 -1.234
H -2.402 1.026 -3.079
C -2.672 -3.422 2.428
C -1.597 2.606 1.719
C -6.476 0.498 -0.608
Cl -3.360 -1.695 -1.741
H 7.615 -0.849 -0.545
H 8.225 -0.010 1.709
C -2.845 -2.147 1.913
H -6.059 -1.098 -1.994
H 5.317 -0.649 -1.373
H -1.701 1.344 5.355
C 5.573 -0.278 -0.392
H -4.212 1.867 1.491
C -1.498 3.052 4.074
H -1.543 2.966 0.696
H -3.474 -3.893 2.981
P -2.002 0.155 0.541
C 4.928 0.793 1.667
O 0.992 1.228 0.474
Mn -0.041 0.458 -0.991
N 2.950 0.016 -1.302
C -1.759 0.538 -3.806
C -4.608 1.222 0.717
H -0.597 -0.665 -5.645
H -1.386 3.752 4.891
C 3.920 1.410 2.487
C -1.821 -1.535 1.193
H -1.302 4.556 2.548
C 2.224 1.075 0.806
C 0.519 -0.317 -3.841
H -1.524 1.219 -4.621
C 3.185 0.459 -0.051
H -1.339 -5.092 2.635
C 0.362 -0.718 -5.154
C 6.859 -0.388 0.078
H -7.518 0.575 -0.888
H 3.558 -1.646 -5.772
H 0.484 -4.021 1.353
C -1.828 0.798 3.287
C 2.699 -1.278 -5.228
H -1.955 -0.255 3.507
H 4.219 1.772 3.466
N 1.789 0.035 -1.826
C -4.331 -0.529 -0.878
C -1.473 -4.098 2.231
C -5.946 1.331 0.364
H 6.493 1.045 3.120
C -0.449 -3.498 1.513
H 1.895 2.022 2.724
C -3.775 0.284 0.110
C -0.627 -2.223 0.997
H 3.799 -0.931 -3.408
C 1.753 -0.403 -3.200
C 2.642 1.555 2.095
```

Calculated total energy (a.u.): -3562.31095
Net charge: +1
HOMO level (alpha / beta) (eV): -10.14 / -10.25
Maximum force (eV Å⁻¹): 1.0
2S+1: 6

4.
Molecular formula: H2N2O3
Method: DFT, ωB97M-V with the def2-TZVPD basis set

```
7
H2N2O3 | the OMol25 dataset | ωB97M-V with the def2-TZVPD basis set
O 1.077 -0.606 1.273
N -0.817 0.121 -0.625
O 0.270 0.898 -0.609
N 0.605 -1.564 0.696
O -1.246 -0.049 -1.721
H 0.663 1.392 -1.434
H 0.405 -0.141 1.818
```

Calculated total energy (a.u.): -336.16060
Net charge: 0
HOMO level (alpha / beta) (eV): -8.48 / -8.54
Maximum force (eV Å⁻¹): 3.7
ΔE to the lowest compared entry with this formula, charge and spin (eV): 2.843